102
Properties=species:S:1:pos:R:3:forces:R:3:lowdin_spin:R:1 method="wB97M-V/def2-TZVPD" lumo_energy_ev="-4.22 / -4.32" s_squared=0.764 homo_ev="-9.19 / -10.45" spin_multiplicity=2 total_energy_ev=-99716.05389 charge=+1 relative_energy_kj_mol=259.2
Ta 0.633 -0.637 1.742 1.0540 2.6152 -0.8090 0.22
O 4.746 -4.448 4.138 -0.9707 1.4955 -0.7026 0.00
C 3.989 -3.592 3.733 0.2276 -2.9453 2.0132 0.00
C 2.510 -3.383 4.306 0.6037 -3.3301 2.5177 0.00
O 1.924 -4.122 5.118 1.2683 2.0086 -2.0220 0.00
C 2.057 -2.303 3.543 -1.7476 1.1674 -0.4658 0.00
C 2.913 -1.958 2.567 0.6470 0.4902 -1.7182 0.00
O 2.533 -1.147 1.599 -0.1198 -0.1476 1.0670 0.02
C 4.148 -2.680 2.572 5.1836 1.0836 -1.7310 0.00
O 5.216 -2.500 1.904 -4.1847 -0.7278 2.0189 0.00
O 0.840 -1.760 3.492 0.3633 0.7190 -0.8212 0.02
O -1.290 -1.567 -4.224 1.3179 -0.2677 -0.1521 0.00
C -0.076 -1.978 -4.693 0.5172 -0.5249 -0.2150 0.00
O 0.173 -2.079 -5.876 -0.6930 0.2445 1.3472 0.00
C 1.016 -2.380 -3.676 -1.3694 1.3037 0.8121 0.00
C 2.118 -3.155 -3.934 -0.3497 0.0271 0.2027 0.00
Cl 2.378 -4.121 -5.313 -0.2053 0.2334 0.1322 0.00
N 2.898 -3.176 -2.817 0.1687 0.7223 0.7079 0.00
N 2.309 -2.450 -1.764 1.3400 -0.9983 -1.9912 0.00
C 1.207 -1.967 -2.285 -0.5006 -0.7879 -1.4046 0.00
C 0.289 -1.216 -1.387 0.2925 -0.2410 -0.8215 0.00
O -0.803 -0.821 -1.761 0.1999 -0.0838 0.7389 0.00
O 0.820 -1.077 -0.204 -0.5085 0.8202 0.8531 0.01
C 4.286 -3.552 -2.738 2.5004 -0.1538 1.3859 0.00
C 4.958 -3.393 -1.466 0.7083 -0.4549 -1.8473 0.00
C 6.345 -3.651 -1.340 -0.7420 -0.7185 -0.9412 0.00
C 7.035 -4.221 -2.445 -0.2779 0.5579 1.3637 0.00
C 6.362 -4.461 -3.643 2.2519 -0.1822 0.1635 0.00
C 5.094 -4.008 -3.847 -2.6806 0.7027 1.1309 0.00
H -1.237 -1.354 -3.250 0.1232 -0.1053 -0.5711 0.00
H 4.499 -2.994 -0.594 -0.7562 0.1910 0.3035 0.00
H 6.797 -3.498 -0.340 -0.1354 -0.0146 -0.9370 0.00
H 8.113 -4.403 -2.362 -0.5604 -0.2174 -0.0397 0.00
H 6.967 -4.973 -4.426 -0.8367 0.7432 0.3178 0.00
H 4.671 -3.968 -4.832 0.1159 -0.3905 -0.0761 0.00
O 3.272 5.340 -0.842 0.7252 1.3506 0.7429 0.00
C 2.901 5.400 0.528 -0.5335 -1.2525 1.2678 0.01
C 2.399 3.986 0.929 1.3101 0.0243 -0.4322 0.07
C 3.039 2.828 0.396 -1.4051 -1.6221 -0.1796 0.03
C 2.500 1.555 0.641 0.7592 0.9383 -1.2687 0.06
N 1.419 1.330 1.425 -0.4416 0.6457 1.2336 0.07
C 0.908 2.429 2.118 1.6703 0.7501 -1.6139 0.10
C 1.427 3.748 1.852 -0.6629 -2.5287 -0.1631 0.02
C -0.117 2.127 3.018 -1.9159 -0.2172 1.5130 0.10
C -0.813 3.051 3.897 1.2123 -1.7106 -1.4021 0.02
C -1.693 2.640 4.841 -0.4953 -1.9259 0.3739 0.05
C -2.205 3.445 6.003 -0.6707 -0.0567 -0.7510 0.00
O -1.165 3.677 6.904 1.0890 1.4038 -0.1175 0.01
C -2.036 1.263 4.825 1.2652 -1.9296 -2.0113 0.03
C -1.410 0.371 3.910 -0.7275 2.3073 1.3591 0.05
N -0.444 0.784 3.047 0.4774 -0.0469 -0.2134 0.08
H 3.817 6.147 -0.994 -0.5586 -0.9364 -0.1756 0.00
H 2.076 6.113 0.736 0.4294 -0.1774 -0.2986 0.00
H 3.734 5.630 1.256 -0.4737 -0.0214 -1.0142 0.00
H 3.802 2.830 -0.365 0.2235 0.4903 0.1296 0.00
H 2.864 0.673 0.080 -0.0107 0.6910 0.5489 0.00
H 0.928 4.475 2.393 -0.6471 1.7767 0.6896 0.00
H -0.558 4.056 3.787 0.3962 1.6017 0.0550 0.00
H -2.943 2.848 6.552 0.0979 0.2124 -0.2077 0.00
H -2.721 4.323 5.590 0.2301 0.2637 0.4979 0.00
H -0.548 4.356 6.532 -0.7984 -0.8816 0.5545 0.00
H -2.777 0.822 5.470 -0.0748 0.1851 0.2698 0.00
H -1.665 -0.667 3.854 -0.1745 -0.3177 0.1884 0.00
C -0.705 2.876 -1.452 -0.1552 2.0500 -0.6641 0.00
C -1.836 2.330 -0.657 1.2316 0.1895 0.6891 0.00
N -1.662 1.334 0.187 -0.1388 0.2144 0.1371 0.01
C -2.882 1.146 0.791 -0.4736 1.4308 -1.5612 0.00
C -3.799 2.009 0.257 1.4425 0.4887 0.5251 0.00
N -3.090 2.885 -0.581 0.2142 -1.6471 -0.3191 0.00
C -3.608 3.850 -1.503 -2.0394 -0.5879 -2.7384 0.00
N -4.678 3.242 -2.466 0.1980 -1.5379 0.1220 0.00
N -5.885 3.834 -2.544 -0.3788 0.3936 -1.4496 0.00
N -6.543 3.440 -3.602 0.4745 -0.1215 1.4433 0.00
C -5.823 2.425 -4.222 1.9383 0.7464 1.6314 0.00
C -5.876 1.908 -5.496 0.2585 -1.1239 -1.5205 0.00
C -4.847 1.074 -5.984 0.3812 0.7974 0.8197 0.00
C -3.693 0.850 -5.182 -1.0529 0.3399 0.3782 0.00
C -3.594 1.456 -3.920 1.7355 -1.3799 -0.5442 0.00
C -4.641 2.216 -3.458 -0.0407 2.1725 0.3544 0.00
H -0.135 2.069 -1.900 -0.0282 -0.0011 -0.1383 0.00
H 0.000 3.507 -0.833 -0.7414 -0.7517 -0.4285 0.00
H -1.106 3.592 -2.250 0.9006 -1.2359 0.8553 0.00
H -3.043 0.485 1.587 -0.1599 -1.0042 0.7037 0.00
H -4.807 2.129 0.495 -1.3481 0.3434 0.1373 0.00
H -2.835 4.255 -2.220 -0.6873 -0.4417 1.3378 0.00
H -4.207 4.655 -1.058 0.4785 -0.1968 0.1827 0.00
H -6.663 2.224 -6.157 -0.3543 -0.1124 -0.1068 0.00
H -4.802 0.703 -7.015 -0.4736 0.2039 0.5232 0.00
H -2.891 0.224 -5.567 -0.0971 0.1823 0.2030 0.00
H -2.645 1.293 -3.368 -0.7752 0.3241 -0.1893 0.00
O -1.014 -1.548 1.581 -3.0714 -3.5407 1.0963 0.01
N -1.470 -2.863 1.864 -0.5699 1.1845 -1.6768 0.00
C -2.222 -3.415 0.869 0.4871 -0.2100 -0.1757 0.00
C -2.886 -4.607 1.049 0.2569 -0.0380 1.2321 0.00
C -2.672 -5.309 2.258 -0.2091 -0.4539 -0.0234 0.00
C -1.751 -4.782 3.178 -0.0626 -0.9396 0.0715 0.00
C -1.256 -3.514 3.003 0.9406 0.7758 1.0669 0.00
H -2.158 -2.981 -0.113 -0.2015 0.7588 0.0778 0.00
H -3.545 -4.965 0.262 0.2493 -0.0271 0.1701 0.00
H -3.224 -6.266 2.450 0.8343 0.9589 -0.2029 0.00
H -1.276 -5.308 4.032 -1.1111 0.1544 -0.4793 0.00
H -0.654 -3.042 3.804 -0.3915 -0.2080 -0.9252 0.00